Record 1
Molecular formula: C25H37F6N3O7P
Method: DFT, ωB97M-V/def2-TZVPD

Summary:
total charge = -1
Kohn-Sham gap = 8.6 eV
total energy = -2606.65810 Eh

CARTESIAN COORDINATES (ANGSTROEM)
P  0.29844  -0.69505  1.10327
F  -1.23039  -0.26044  0.97661
F  -0.02000  -1.88046  2.09857
F  0.12279  -1.67602  -0.20725
F  1.88291  -1.13170  1.03436
F  0.71458  0.52054  0.04801
F  0.59026  0.36954  2.27537
O  -0.54673  2.84467  -4.41752
C  -0.27847  3.11824  -3.28657
O  -0.76345  4.25867  -2.72719
C  -0.39014  4.37080  -1.35363
C  0.76880  3.39193  -1.16948
C  0.54771  2.34689  -2.27232
H  -1.17124  4.16005  -0.62168
H  -0.04822  5.39639  -1.22027
H  0.82853  2.92106  -0.19035
H  1.75040  3.85143  -1.31706
H  -0.09876  1.57110  -1.85723
H  1.41253  1.91338  -2.76001
O  -2.93289  -4.25345  -1.55185
C  -3.06577  -3.20001  -2.10211
O  -4.30431  -2.74077  -2.44613
C  -4.17382  -1.49457  -3.15190
C  -2.74197  -1.44561  -3.59639
C  -1.99473  -2.20220  -2.50225
H  -4.38589  -0.65986  -2.47387
H  -4.89906  -1.44953  -3.96145
H  -2.31844  -0.50856  -3.96776
H  -2.58496  -2.00030  -4.53941
H  -1.87609  -1.54995  -1.62981
H  -1.05282  -2.67575  -2.74562
O  0.41977  0.69548  7.92129
C  0.13546  0.06784  6.94358
O  -0.73300  0.51546  6.00618
C  -0.93223  -0.47500  4.98108
C  0.26822  -1.41463  5.06106
C  0.57257  -1.33999  6.56253
H  -1.04250  -0.01922  4.00349
H  -1.82733  -1.04244  5.24742
H  1.17086  -1.08347  4.55654
H  -0.02513  -2.41873  4.76804
H  1.64417  -1.43182  6.75218
H  0.12680  -2.07429  7.23549
C  -0.17076  -4.78131  0.56151
O  1.09469  -4.52944  1.17116
H  -0.54448  -3.99716  -0.09439
H  -0.13963  -5.66884  -0.07538
H  -0.87497  -4.92659  1.38333
H  1.32349  -3.61025  0.99869
N  3.97933  1.00540  1.64527
C  4.99154  0.91874  0.74391
C  6.18209  1.01426  1.42381
C  5.85816  1.03512  2.80620
C  4.48950  1.12244  2.91069
H  2.98997  1.03786  1.45726
H  4.78462  0.93467  -0.31255
H  7.20671  0.97248  1.09385
H  6.47599  0.97632  3.68913
H  3.84699  1.14128  3.77391
N  2.12756  -0.59726  -2.52440
C  1.26225  -0.55415  -3.59042
C  1.96497  -0.07693  -4.66416
C  3.28411  0.21302  -4.22934
C  3.36145  -0.18156  -2.91622
H  1.84218  -0.97916  -1.63408
H  0.23611  -0.83191  -3.42832
H  1.48912  0.17964  -5.59787
H  4.07878  0.59083  -4.84993
H  4.17481  -0.25652  -2.21353
N  -4.84990  2.77856  -1.09551
C  -3.51867  2.50173  -1.29332
C  -3.24705  1.30399  -0.68513
C  -4.44428  0.89125  -0.03544
C  -5.44750  1.73562  -0.42844
H  -5.31599  3.61657  -1.38939
H  -2.96508  3.21468  -1.88385
H  -2.30372  0.79014  -0.64939
H  -4.54109  0.04276  0.62261
H  -6.49777  1.78406  -0.19621

Table of Mulliken atomic charges, one value per atom, all in e: P 1.399; F -0.372; F -0.286; F -0.245; F -0.482; F -0.191; F -0.379; O -0.606; C 0.302; O -0.446; C -0.438; C -0.471; C 1.217; H 0.239; H 0.354; H 0.144; H 0.284; H -0.613; H 0.075; O -0.580; C 0.139; O -0.412; C -0.015; C -0.667; C 0.477; H -0.172; H 0.379; H 0.354; H 0.359; H -0.495; H 0.618; O -0.600; C 0.542; O -0.381; C -0.239; C -0.172; C -0.581; H 0.184; H 0.235; H 0.072; H 0.360; H 0.290; H 0.255; C -0.162; O -0.608; H -0.165; H 0.301; H 0.244; H 0.331; N 0.105; C -0.294; C -0.709; C -0.434; C -0.448; H 0.145; H 0.367; H 0.386; H 0.383; H 0.417; N 0.209; C -0.396; C -0.489; C -0.786; C -0.477; H 0.182; H 0.227; H 0.411; H 0.428; H 0.512; N 0.045; C -1.202; C 0.520; C -1.017; C -0.509; H 0.190; H 0.462; H 0.521; H 0.433; H 0.437

Record 2
Molecular formula: C6H14N3O
Method: DFT, ωB97M-V/def2-TZVPD

Summary:
total charge = +1
Kohn-Sham gap = 9.9 eV
total energy = -476.16023 Eh

CARTESIAN COORDINATES (ANGSTROEM)
C  2.58014  0.08662  -0.02095
C  -1.68511  -0.79808  0.72036
C  3.42035  -1.07376  0.40842
C  3.34493  0.96647  -0.89495
C  -3.55079  0.65367  0.96017
C  -3.18804  -0.61809  -1.09952
N  1.31019  0.16677  0.21664
N  -2.85026  -0.40360  0.29250
N  -0.63121  -1.13851  1.08458
O  0.42019  1.05333  -0.35207
H  3.33417  -1.71088  -0.38442
H  4.40441  -0.69129  0.61545
H  3.04606  -1.69996  1.20588
H  3.91243  1.63131  -0.10105
H  2.74340  1.56140  -1.53807
H  3.92848  0.32985  -1.46054
H  -3.37628  1.63872  0.54116
H  -4.63069  0.56798  0.62197
H  -3.32578  0.75786  2.08515
H  -4.16485  -1.17808  -1.20036
H  -3.23272  0.35562  -1.45740
H  -2.50157  -1.17402  -1.64781
H  -0.14932  1.22497  0.43104
H  0.84185  -0.50830  0.97383

Table of Mulliken atomic charges, one value per atom, all in e: C 0.628; C 0.563; C -1.371; C -1.118; C -0.886; C -1.039; N 0.113; N -0.103; N -0.648; O -0.390; H 0.399; H 0.379; H 0.437; H 0.306; H 0.416; H 0.390; H 0.369; H 0.331; H 0.320; H 0.285; H 0.403; H 0.419; H 0.350; H 0.447

Record 3
Molecular formula: C4H15NO3
Method: DFT, ωB97M-V/def2-TZVPD

Summary:
SMILES = C=C(C)NC.O.O.O
Kohn-Sham gap = 8.3 eV
total energy = -441.83367 Eh

CARTESIAN COORDINATES (ANGSTROEM)
C  -1.66524  1.29604  0.51293
C  -0.39002  0.94716  0.34736
C  0.09221  0.42615  -0.98718
N  0.55973  1.25154  1.32089
C  1.81387  0.55760  1.45772
H  -2.41700  1.14734  -0.25351
H  -2.12791  1.50349  1.47608
H  -0.36581  0.86704  -1.86101
H  -0.11158  -0.63825  -0.89831
H  1.17102  0.51390  -1.05229
H  0.13367  1.37646  2.22723
H  2.12090  0.03451  0.56823
H  1.81243  -0.22511  2.21584
H  2.62782  1.24528  1.69020
O  -1.94355  -2.68040  -0.12873
H  -2.00569  -3.63912  -0.22873
H  -2.81450  -2.45997  0.22546
O  0.58602  -3.14460  1.11319
H  -0.21675  -2.74973  0.73621
H  0.49278  -3.04517  2.06772
O  1.09921  2.72108  -3.70076
H  0.16987  2.54396  -3.87374
H  1.37852  2.15079  -2.97482

Table of Mulliken atomic charges, one value per atom, all in e: C -1.195; C 1.027; C -1.128; N -0.261; C -0.857; H 0.283; H 0.266; H 0.303; H 0.144; H 0.291; H 0.248; H 0.344; H 0.242; H 0.272; O -0.658; H 0.326; H 0.306; O -0.636; H 0.364; H 0.301; O -0.645; H 0.317; H 0.346

Record 4
Molecular formula: C20H28O5
Method: DFT, ωB97M-V/def2-TZVPD

Summary:
SMILES = C=CCc1cc(C)ccc1OCCCC(C(=O)OCC)C(=O)OCC
Kohn-Sham gap = 9.0 eV
total energy = -1155.10880 Eh

CARTESIAN COORDINATES (ANGSTROEM)
C  -2.23875  -3.00588  1.31836
C  -1.96650  -1.81271  0.82444
C  -2.40454  -1.32951  -0.52392
C  -3.25191  -0.09288  -0.37088
C  -4.63041  -0.16609  -0.35291
C  -5.42383  0.96544  -0.19022
C  -6.91839  0.84501  -0.18605
C  -4.79421  2.18878  -0.04093
C  -3.41180  2.29049  -0.05099
C  -2.63062  1.15574  -0.21142
O  -1.26769  1.14328  -0.23036
C  -0.55182  2.35630  -0.13807
C  0.92792  2.00386  -0.25681
C  1.37700  1.14562  0.92797
C  2.61994  0.29430  0.62690
C  2.30162  -0.71533  -0.46671
O  2.27050  -0.47701  -1.64468
O  2.01643  -1.90042  0.06284
C  1.63042  -2.93638  -0.84642
C  1.04365  -4.08473  -0.04848
C  3.81971  1.14607  0.23553
O  3.89485  2.33746  0.36364
O  4.79079  0.37217  -0.24537
C  5.99414  1.01979  -0.66843
C  6.93143  1.27177  0.50364
H  -1.91385  -3.30711  2.30047
H  -2.80179  -3.73647  0.75972
H  -1.40445  -1.09356  1.40498
H  -2.96654  -2.11081  -1.03773
H  -1.51973  -1.07292  -1.11245
H  -5.10408  -1.13054  -0.47210
H  -7.38472  1.80434  0.02315
H  -7.24125  0.12830  0.56781
H  -7.27300  0.49202  -1.15417
H  -5.38403  3.08510  0.08697
H  -2.95541  3.26058  0.06993
H  -0.84449  3.03561  -0.94968
H  -0.75494  2.84676  0.82470
H  1.51920  2.91692  -0.30562
H  1.07059  1.45235  -1.18661
H  0.56668  0.46733  1.20053
H  1.59639  1.78756  1.78298
H  2.89367  -0.27278  1.52286
H  0.90202  -2.52835  -1.55513
H  2.51649  -3.25094  -1.40921
H  0.77059  -4.89200  -0.72174
H  1.77214  -4.45170  0.66928
H  0.15728  -3.75276  0.48677
H  5.73267  1.96399  -1.15626
H  6.44077  0.33679  -1.39340
H  7.85879  1.70535  0.14067
H  7.15224  0.33903  1.01723
H  6.47086  1.96277  1.20538

Table of Mulliken atomic charges, one value per atom, all in e: C -1.107; C 0.423; C -0.995; C 0.457; C -0.639; C 0.742; C -1.436; C -1.030; C -0.729; C 0.762; O -0.038; C -0.988; C -0.701; C -0.747; C 0.854; C 0.190; O -0.614; O -0.299; C -0.235; C -0.965; C 0.054; O -0.608; O -0.241; C -0.313; C -1.092; H 0.318; H 0.280; H 0.092; H 0.596; H 0.118; H 0.402; H 0.358; H 0.330; H 0.315; H 0.323; H 0.389; H 0.533; H 0.481; H 0.486; H 0.314; H -0.008; H 0.463; H 0.443; H 0.278; H 0.350; H 0.402; H 0.339; H 0.056; H 0.318; H 0.342; H 0.372; H 0.300; H 0.305

Record 5
Molecular formula: C3H10NO
Method: DFT, ωB97M-V/def2-TZVPD

Summary:
total charge = +1
Kohn-Sham gap = 7.9 eV
total energy = -249.91036 Eh

CARTESIAN COORDINATES (ANGSTROEM)
C  1.39353  0.37359  -2.47384
O  0.79186  0.98373  -1.28124
H  1.26747  -0.71023  -2.61790
H  0.92194  0.72087  -3.49140
H  2.42918  0.69955  -2.50436
H  0.87360  1.91265  -1.17418
C  -0.55063  -1.36334  2.03749
C  -1.42805  0.65862  1.10090
N  -0.85218  -0.46748  0.84950
H  0.49602  -1.67943  1.91699
H  -1.29126  -2.17523  2.30302
H  -0.57247  -0.64566  2.83228
H  -2.54283  0.68647  1.39767
H  -0.81007  1.62570  1.04537
H  -0.12610  -0.61981  0.05969

Table of Mulliken atomic charges, one value per atom, all in e: C -0.542; O -0.484; H 0.248; H 0.254; H 0.276; H 0.282; C -0.760; C -0.148; N -0.016; H 0.328; H 0.297; H 0.363; H 0.313; H 0.282; H 0.308

Q: Which value of Kohn-Sham gap does entry 1 give?
A: 8.6 eV

Q: Which of these has the highest Kohn-Sham gap?
A: C6H14N3O

Q: Number 2 is which compound?
A: C6H14N3O